## w
Molecular formula: C2H7N
Method: DFT, ωB97M-V/def2-TZVPD

Atoms and positions in Å:
C (-3.935, -2.354, -1.014)
H (-3.059, -1.849, -1.403)
H (-3.853, -3.355, -0.492)
H (-4.766, -1.691, -0.666)
H (-4.259, -2.569, -2.014)
C (2.578, 0.957, 0.378)
N (2.366, 2.018, 1.124)
H (3.027, 0.090, 0.786)
H (2.300, 0.887, -0.639)
H (2.195, 2.735, 0.377)

Results
- HOMO energy: -10.52 eV
- Orbital gap: 11.54 eV

## x
Molecular formula: C2H7N
Method: DFT, ωB97M-V/def2-TZVPD

Atoms and positions in Å:
N (0.985, -3.297, -0.063)
H (1.876, -3.772, -0.052)
H (1.037, -2.574, -0.772)
H (0.290, -3.967, -0.364)
C (-0.762, 2.706, -0.283)
C (-0.593, 1.822, 0.689)
H (-1.741, 3.117, -0.451)
H (0.010, 3.120, -0.928)
H (-1.436, 1.525, 1.286)
H (0.335, 1.321, 0.938)

Results
- HOMO energy: -10.15 eV
- Orbital gap: 11.28 eV

Most favorable first, least favorable last: x, w

## w
Molecular formula: C2H7N
Method: DFT, ωB97M-V/def2-TZVPD

Atoms and positions in Å:
C (0.871, 0.023, 0.967)
C (-0.269, 0.486, 0.028)
N (-0.550, -0.561, -0.981)
H (0.701, -0.991, 1.317)
H (1.803, 0.213, 0.458)
H (0.813, 0.609, 1.895)
H (-1.162, 0.740, 0.599)
H (0.058, 1.413, -0.444)
H (-1.529, -0.835, -0.964)
H (-0.376, -0.175, -1.910)

Results
- HOMO energy: -9.31 eV
- Orbital gap: 10.51 eV

## x
Molecular formula: C2H7N
Method: DFT, ωB97M-V/def2-TZVPD

Atoms and positions in Å:
C (2.021, 0.042, 0.022)
N (0.774, -0.231, 0.214)
C (-2.285, 0.020, -0.132)
H (2.615, 0.417, 0.879)
H (2.589, -0.177, -0.903)
H (0.818, 0.860, -0.040)
H (-3.003, -0.044, 0.680)
H (-1.958, -0.933, -0.527)
H (-2.653, 0.721, -0.888)
H (-1.380, 0.539, 0.160)

Results
- HOMO energy: -8.38 eV
- Orbital gap: 8.57 eV

Most favorable first, least favorable last: w, x

## w
Molecular formula: C3H10N2O
Method: DFT, ωB97M-V/def2-TZVPD

Atoms and positions in Å:
C (0.718, -1.370, 2.037)
C (0.209, -1.253, 0.629)
C (-1.048, -0.860, 0.435)
N (-1.581, -0.446, -0.800)
N (1.273, -0.968, -0.335)
H (1.281, -0.464, 2.279)
H (-0.132, -1.399, 2.722)
H (1.339, -2.225, 2.306)
H (-1.744, -0.757, 1.255)
H (-0.979, -0.482, -1.606)
H (-2.462, -0.871, -1.043)
H (0.798, -0.375, -1.002)
H (1.952, -0.418, 0.177)
H (0.275, 4.590, -1.920)
H (-0.514, 3.401, -1.469)
O (0.384, 3.747, -1.474)

Results
- HOMO energy: -7.63 eV
- Orbital gap: 8.45 eV

## x
Molecular formula: C3H10N2O
Method: DFT, ωB97M-V/def2-TZVPD

Atoms and positions in Å:
C (-0.571, 0.155, 0.264)
N (0.881, -0.076, 0.021)
C (1.758, 0.213, 1.116)
O (3.005, -0.471, 1.010)
C (-1.520, -0.760, -0.570)
N (-2.163, 0.077, -1.574)
H (-0.669, -0.125, 1.329)
H (-0.734, 1.239, 0.117)
H (1.012, 0.293, -0.911)
H (1.280, -0.218, 1.984)
H (1.962, 1.288, 1.164)
H (3.672, 0.181, 0.766)
H (-2.305, -1.218, 0.009)
H (-0.792, -1.450, -1.048)
H (-1.695, 0.914, -1.846)
H (-3.121, -0.044, -1.832)

Results
- HOMO energy: -8.59 eV
- Orbital gap: 9.58 eV

Most favorable first, least favorable last: w, x

## w
Molecular formula: C3H10N2O
Method: DFT, ωB97M-V/def2-TZVPD

Atoms and positions in Å:
C (0.780, 1.413, -0.799)
C (1.345, 0.691, 0.233)
N (2.705, 0.777, 0.700)
N (-0.608, 1.228, -1.197)
H (1.267, 2.232, -1.301)
H (0.687, 0.090, 0.852)
H (2.870, 0.192, 1.499)
H (3.357, 0.504, -0.002)
H (-0.658, 1.517, -2.170)
H (-1.246, 1.899, -0.695)
H (-1.675, -0.338, -0.358)
C (-1.745, -2.087, 0.624)
O (-2.229, -0.786, 0.320)
H (-2.347, -2.859, 0.084)
H (-0.624, -2.155, 0.546)
H (-1.878, -2.319, 1.664)

Results
- HOMO energy: -8.35 eV
- Orbital gap: 9.35 eV

## x
Molecular formula: C3H10N2O
Method: DFT, ωB97M-V/def2-TZVPD

Atoms and positions in Å:
C (0.848, -0.174, -0.144)
C (-1.547, 0.427, -0.405)
C (0.922, -0.192, 1.386)
N (-0.450, -0.477, -0.750)
N (1.295, 1.101, -0.672)
O (-0.846, -1.778, -0.229)
H (-0.892, -2.304, -1.051)
H (1.560, -0.925, -0.508)
H (1.123, 1.071, -1.675)
H (0.691, 1.832, -0.308)
H (-1.491, 0.834, 0.608)
H (-1.561, 1.268, -1.107)
H (-2.517, -0.074, -0.504)
H (0.756, -1.205, 1.770)
H (0.193, 0.472, 1.860)
H (1.915, 0.122, 1.728)

Results
- HOMO energy: -9.15 eV
- Orbital gap: 10.11 eV

## y
Molecular formula: C3H10N2O
Method: DFT, ωB97M-V/def2-TZVPD

Atoms and positions in Å:
C (2.544, -0.697, 0.378)
C (3.142, -1.599, -0.446)
N (1.877, 0.335, -0.157)
H (2.417, -0.869, 1.454)
H (3.900, -2.287, -0.103)
H (2.834, -1.612, -1.492)
H (-1.813, 1.228, -1.735)
H (1.047, 0.714, 0.246)
H (1.626, 0.114, -1.106)
N (-2.831, 0.862, 1.279)
C (-2.584, 0.374, -0.070)
O (-1.898, 1.476, -0.747)
H (-2.249, 0.500, 2.089)
H (-2.656, 1.848, 1.193)
H (-1.938, -0.500, -0.118)
H (-3.419, 0.111, -0.664)

Results
- HOMO energy: -8.05 eV
- Orbital gap: 8.65 eV

## z
Molecular formula: C3H10N2O
Method: DFT, ωB97M-V/def2-TZVPD

Atoms and positions in Å:
C (-0.663, -1.330, 0.861)
N (-0.780, -2.224, -0.244)
N (0.871, -0.846, 1.264)
O (0.988, -0.087, 2.180)
H (-0.649, -1.734, -1.123)
H (-0.094, -2.970, -0.192)
H (-0.951, -1.865, 1.774)
H (-1.398, -0.517, 0.807)
C (0.809, 0.913, -0.922)
C (-0.082, 2.026, -0.405)
H (-1.132, 1.736, -0.468)
H (0.569, 0.635, -1.950)
H (1.859, 1.185, -0.858)
H (0.465, -0.089, -0.370)
H (0.145, 2.232, 0.642)
H (0.044, 2.934, -0.995)

Results
- HOMO energy: -8.52 eV
- Orbital gap: 8.69 eV

Most favorable first, least favorable last: w, x, y, z

## w
Molecular formula: C3H10N2O
Method: DFT, ωB97M-V/def2-TZVPD

Atoms and positions in Å:
C (5.192, 1.873, -0.143)
C (4.829, 3.076, 0.278)
N (5.015, 1.457, -1.464)
H (5.202, 1.138, 0.671)
H (4.775, 3.351, 1.322)
H (4.409, 3.693, -0.500)
H (-4.098, -2.781, -1.301)
H (5.472, 1.930, -2.218)
H (4.691, 0.528, -1.643)
N (-5.871, -2.071, 1.098)
C (-4.525, -2.252, 0.541)
O (-4.622, -2.115, -0.853)
H (-6.481, -1.606, 0.434)
H (-5.866, -1.566, 1.969)
H (-4.179, -3.235, 0.870)
H (-3.944, -1.421, 0.939)

Results
- HOMO energy: -8.29 eV
- Orbital gap: 9.30 eV

## x
Molecular formula: C3H10N2O
Method: DFT, ωB97M-V/def2-TZVPD

Atoms and positions in Å:
C (-2.022, 0.520, 0.339)
N (-1.122, -0.394, -0.357)
C (-1.608, -0.924, -1.657)
H (-3.125, 0.246, 0.209)
H (-1.654, 0.780, 1.371)
H (-1.918, 1.505, -0.101)
H (-0.817, -1.107, 0.282)
H (-1.810, -1.973, -1.586)
H (-0.867, -0.686, -2.426)
H (-2.446, -0.292, -1.982)
C (2.107, 0.325, 0.695)
N (1.038, 1.193, 0.410)
O (2.102, -0.861, 0.892)
H (3.044, 0.829, 0.397)
H (1.400, 2.137, 0.539)
H (0.742, 1.003, -0.541)

Results
- HOMO energy: -8.41 eV
- Orbital gap: 9.27 eV

## y
Molecular formula: C3H10N2O
Method: DFT, ωB97M-V/def2-TZVPD

Atoms and positions in Å:
C (1.123, -1.250, 1.287)
C (2.302, -0.632, -0.588)
N (1.838, -1.635, 0.019)
H (0.830, -2.099, 1.871)
H (1.804, -0.505, 1.914)
H (0.165, -0.700, 1.170)
H (2.738, 0.074, 0.102)
H (2.804, -0.477, -1.564)
H (-1.187, -0.855, -0.842)
N (-1.818, 1.273, 0.434)
C (-1.538, 1.037, -0.963)
O (-1.940, -0.266, -1.328)
H (-2.656, 0.825, 0.684)
H (-2.083, 2.295, 0.510)
H (-0.446, 1.166, -1.013)
H (-1.937, 1.748, -1.694)

Results
- HOMO energy: -9.50 eV
- Orbital gap: 10.29 eV

Most favorable first, least favorable last: x, w, y

## w
Molecular formula: C3H10N2O
Method: DFT, ωB97M-V/def2-TZVPD

Atoms and positions in Å:
C (1.619, 0.106, 0.511)
C (-0.389, 1.504, -0.196)
C (0.138, 0.324, 0.551)
N (-0.531, -0.137, 1.558)
H (-1.506, 0.158, 1.582)
H (2.144, 1.000, 0.847)
H (1.932, -0.097, -0.509)
H (1.890, -0.734, 1.139)
H (-0.326, 1.202, -1.333)
H (0.112, 2.427, 0.091)
H (-1.457, 1.649, -0.055)
N (-0.399, -1.252, -1.105)
O (-1.370, -1.976, -0.362)
H (-1.225, -1.681, 0.566)
H (0.264, -1.932, -1.481)
H (-0.896, -0.560, -1.803)

Results
- HOMO energy: -9.48 eV
- Orbital gap: 10.35 eV

## x
Molecular formula: C3H10N2O
Method: DFT, ωB97M-V/def2-TZVPD

Atoms and positions in Å:
C (1.730, 0.409, 0.836)
C (-1.462, -0.926, -0.531)
C (-0.690, 1.311, -0.529)
N (0.502, -0.387, 0.824)
N (-0.247, -0.092, -0.471)
O (1.002, -1.743, 0.842)
H (0.817, -2.024, -0.070)
H (2.439, 0.040, 1.585)
H (1.529, 1.455, 1.082)
H (2.165, 0.351, -0.185)
H (-2.009, -0.748, -1.464)
H (0.157, 1.998, -0.632)
H (-1.213, -1.993, -0.537)
H (-2.138, -0.739, 0.314)
H (-1.275, 1.600, 0.353)
H (-1.308, 1.490, -1.418)

Results
- HOMO energy: -8.31 eV
- Orbital gap: 9.40 eV

## y
Molecular formula: C3H10N2O
Method: DFT, ωB97M-V/def2-TZVPD

Atoms and positions in Å:
N (-0.465, 1.795, 0.232)
C (-0.242, 0.303, 0.074)
C (-0.080, -0.398, 1.331)
O (-1.348, -0.247, 2.076)
C (0.528, -0.011, -1.198)
N (0.408, -1.522, -1.493)
H (0.157, 2.294, 0.904)
H (-0.487, 2.405, -0.620)
H (-1.250, -0.063, -0.221)
H (0.835, 0.044, 1.847)
H (0.083, -1.394, 0.965)
H (-1.333, -0.833, 2.811)
H (1.676, 0.247, -1.135)
H (-0.068, 0.805, -1.744)
H (1.317, -1.828, -1.310)
H (0.269, -1.597, -2.520)

Results
- HOMO energy: -8.80 eV
- Orbital gap: 9.80 eV

Most favorable first, least favorable last: y, w, x

## w
Molecular formula: C6H9N4S
Method: DFT, ωB97M-V/def2-TZVPD

Atoms and positions in Å:
C (1.457, 0.832, 0.474)
C (0.247, 0.376, 0.409)
C (2.739, 0.087, 0.127)
C (-0.140, -0.894, -0.081)
C (0.542, -2.140, -0.123)
C (3.103, -1.185, 0.112)
N (-0.174, -3.146, -0.305)
N (-1.490, -1.136, -0.221)
N (3.792, -2.324, 0.062)
N (-3.472, 0.983, 0.228)
S (-1.752, -2.780, -0.436)
H (1.661, 1.870, 0.654)
H (-0.472, 1.160, 0.655)
H (3.457, 0.901, -0.065)
H (-2.326, -0.418, -0.249)
H (3.690, -2.914, -0.795)
H (3.769, -2.928, 0.986)
H (-4.308, 0.427, 0.422)
H (-3.536, 1.729, -0.406)
H (-3.380, 1.567, 1.105)

Results
- HOMO energy: -11.14 eV
- Orbital gap: 6.67 eV
- Total charge: +1

## x
Molecular formula: C6H9N4S
Method: DFT, ωB97M-V/def2-TZVPD

Atoms and positions in Å:
C (3.920, 1.452, 0.096)
C (1.393, 1.127, -0.015)
C (4.981, 0.609, 0.096)
C (2.685, 0.726, 0.066)
C (2.932, -0.697, -0.068)
C (0.784, -1.238, 0.023)
N (2.022, -1.609, -0.117)
N (0.359, 0.052, -0.057)
N (-2.680, -1.309, 0.089)
N (-0.850, 0.461, -0.360)
S (4.610, -1.099, -0.012)
H (4.110, 2.471, 0.140)
H (1.177, 2.198, -0.143)
H (6.029, 1.016, 0.133)
H (0.230, -2.141, 0.070)
H (-2.491, -2.263, 0.424)
H (-2.983, -0.790, 0.924)
H (-3.562, -1.439, -0.368)
H (-1.723, -0.298, -0.262)
H (-1.069, 1.389, -0.587)

Results
- HOMO energy (spin up / spin down): -12.21 / -12.21 eV
- Orbital gap (spin up / spin down): 8.16 / 8.16 eV
- Total charge: +1

Most favorable first, least favorable last: x, w

## w
Molecular formula: C4H6ClN
Method: DFT, ωB97M-V/def2-TZVPD

Atoms and positions in Å:
C (2.140, 0.243, 0.478)
C (0.901, -0.125, 0.706)
C (0.226, 0.834, -1.223)
C (-1.514, -0.401, 0.026)
N (-0.156, 0.089, -0.220)
Cl (0.369, -1.195, 2.251)
H (2.832, -0.191, 1.061)
H (-0.473, 1.132, -2.153)
H (1.208, 1.304, -1.232)
H (-2.185, 0.063, -0.589)
H (-1.545, -1.501, -0.153)
H (-1.803, -0.254, 1.048)

Results
- HOMO energy (spin up / spin down): -7.58 / -7.58 eV
- Orbital gap (spin up / spin down): 6.82 / 6.82 eV

## x
Molecular formula: C4H6ClN
Method: DFT, ωB97M-V/def2-TZVPD

Atoms and positions in Å:
C (-1.075, 0.333, -0.992)
C (-1.197, -0.205, -2.189)
C (-0.451, -0.499, 0.120)
C (1.618, 0.384, 0.845)
N (0.933, -0.213, 0.005)
Cl (-1.759, 0.786, -3.495)
H (-1.222, 1.318, -0.788)
H (-0.876, -0.038, 0.975)
H (-0.692, -1.433, -0.157)
H (2.590, 0.747, 0.671)
H (1.109, 0.557, 1.876)
H (-0.820, -1.262, -2.420)

Results
- HOMO energy: -9.41 eV
- Orbital gap: 10.54 eV

## y
Molecular formula: C4H6ClN
Method: DFT, ωB97M-V/def2-TZVPD

Atoms and positions in Å:
C (-0.100, 1.341, -1.115)
C (0.206, 0.459, 0.078)
C (0.237, -0.331, 0.984)
C (0.521, -1.259, 2.060)
H (-1.628, 0.402, -2.010)
H (-0.177, -0.169, -2.340)
H (0.832, 1.845, -1.376)
H (-0.808, 2.191, -0.853)
H (1.590, -1.323, 2.200)
H (-0.024, -0.931, 2.957)
N (-0.690, 0.707, -2.249)
Cl (0.040, -2.932, 1.662)

Results
- HOMO energy: -9.86 eV
- Orbital gap: 10.71 eV

Most favorable first, least favorable last: y, x, w

## w
Molecular formula: H4OP2S
Method: DFT, ωB97M-V/def2-TZVPD

Atoms and positions in Å:
O (1.966, 0.707, 0.318)
P (-0.140, -0.650, 1.875)
P (-0.531, 0.427, -1.277)
S (1.069, -0.410, -0.007)
H (-0.164, 0.740, 2.037)
H (-1.761, -0.580, 1.072)
H (0.384, 0.631, -2.310)
H (-0.824, -0.866, -1.708)

Results
- HOMO energy: -9.02 eV
- Orbital gap: 8.85 eV

## x
Molecular formula: H4OP2S
Method: DFT, ωB97M-V/def2-TZVPD

Atoms and positions in Å:
O (-0.884, 0.538, 0.199)
P (-2.380, 0.282, 0.065)
P (1.975, 0.750, -0.221)
S (0.719, -0.814, 0.124)
H (-2.825, -0.416, -1.240)
H (-2.473, -0.960, 0.962)
H (2.958, 0.674, 1.016)
H (2.909, -0.053, -0.906)

Results
- HOMO energy (spin up / spin down): -8.75 / -8.75 eV
- Orbital gap (spin up / spin down): 7.00 / 7.01 eV

## y
Molecular formula: H4OP2S
Method: DFT, ωB97M-V/def2-TZVPD

Atoms and positions in Å:
O (-1.168, -0.148, -0.576)
P (-2.529, 0.105, 0.085)
P (1.590, -0.707, -1.231)
S (0.530, 0.709, -0.177)
H (-2.267, 0.138, 1.421)
H (-2.673, 1.464, 0.327)
H (2.290, 0.199, -1.889)
H (2.406, -1.111, -0.050)

Results
- HOMO energy: -9.11 eV
- Orbital gap: 8.27 eV

## z
Molecular formula: H4OP2S
Method: DFT, ωB97M-V/def2-TZVPD

Atoms and positions in Å:
O (0.017, -2.404, 0.204)
P (-1.633, -0.169, 0.775)
P (1.663, -0.255, 0.839)
S (-0.020, -1.078, -0.385)
H (-2.372, -0.008, -0.334)
H (-2.004, -1.461, 1.013)
H (2.554, -0.812, 0.066)
H (1.413, 0.868, 0.013)

Results
- HOMO energy: -8.79 eV
- Orbital gap: 8.91 eV

Most favorable first, least favorable last: y, z, w, x